C45H60Br2N4O2S | wB97M-V/def2-TZVPD

Output
Orbital gap ... 7.269 eV
Highest occupied orbital energy ... -7.42 eV

Each atom is followed by the atoms it is bonded to, with distances in Å.
Atoms and positions in Å:
1 H -5.223 5.841 0.885  N2 1.057
2 N -4.277 5.472 0.589  H1 1.057, C3 1.396
3 C -4.486 4.354 -0.219  N2 1.396, C4 1.653, H44 1.171
4 C -3.150 3.616 -0.856  C3 1.653, C5 1.646, H45 1.170, H46 1.176
5 C -2.905 2.085 -0.306  C4 1.646, C6 1.672, C19 1.672
6 C -2.920 1.816 1.345  C5 1.672, C7 1.662, H47 1.194
7 C -2.690 0.306 2.000  C6 1.662, C8 1.668, C13 1.654
8 C -2.653 0.015 3.642  C7 1.668, C9 1.672, H48 1.170, H49 1.170
9 C -1.103 0.439 4.106  C8 1.672, C10 1.644, H50 1.181, H51 1.194
10 C -0.004 -0.758 3.858  C9 1.644, C11 1.647, H52 1.190, H53 1.191
11 C 1.419 -0.556 4.661  C10 1.647, N12 1.524, H54 1.187, H55 1.194
12 N 2.516 0.099 3.830  C11 1.524, H56 1.054, H57 1.062
13 C -2.480 -1.012 1.024  C7 1.654, C14 1.660, C18 1.640
14 C -2.284 -2.562 1.585  C13 1.660, C15 1.657, H58 1.177, H59 1.187
15 C -3.714 -3.289 1.999  C14 1.657, C16 1.672, H60 1.190, H61 1.184
16 C -3.570 -4.084 3.463  C15 1.672, C17 1.660, H62 1.173, H63 1.194
17 C -4.400 -3.308 4.671  C16 1.660, H64 1.177, H65 1.171, H66 1.190
18 C -2.462 -0.739 -0.593  C13 1.640, C19 1.673, S43 1.911
19 C -2.644 0.766 -1.301  C5 1.672, C18 1.673, N20 1.512
20 N -2.615 0.908 -2.805  C19 1.512, C21 1.512, H67 1.043
21 C -1.395 0.278 -3.439  N20 1.512, C22 1.673, C37 1.671
22 C -1.001 -1.313 -3.107  C21 1.673, C23 1.639, S43 1.911
23 C 0.266 -2.115 -3.769  C22 1.639, C24 1.673, C28 1.669
24 C 0.548 -3.723 -3.404  C23 1.673, C25 1.650, C26 1.673, H68 1.194
25 C 0.730 -4.661 -4.749  C24 1.650, H69 1.170, H70 1.194, H71 1.170
26 C 1.833 -3.865 -2.342  C24 1.673, C27 1.649, H72 1.194, H73 1.170
27 C 1.957 -2.467 -1.476  C26 1.649, H74 1.171, H75 1.173, H76 1.192
28 C 1.240 -1.246 -4.809  C23 1.669, N29 1.543, C30 1.672
29 N 2.480 -1.907 -5.447  C28 1.543, H77 1.045, H78 1.044
30 C 0.955 0.361 -5.174  C28 1.672, O31 1.470, C37 1.640
31 O 1.930 0.998 -6.071  C30 1.470, C32 1.471
32 C 1.311 1.519 -7.299  O31 1.471, C33 1.670, H79 1.192, H80 1.170
33 C 1.655 3.153 -7.322  C32 1.670, O34 1.500, H81 1.193, H82 1.170
34 O 2.331 3.575 -6.052  C33 1.500, C35 1.471
35 C 2.779 4.974 -6.138  O34 1.471, C36 1.640, H83 1.193, H84 1.191
36 C 2.958 5.736 -4.697  C35 1.640, H85 1.171, H86 1.191, H87 1.181
37 C -0.360 1.063 -4.490  C21 1.671, C30 1.640, C38 1.670
38 C -0.714 2.662 -4.820  C37 1.670, Br39 2.038, C40 1.488
39 Br -1.946 3.047 -6.396  C38 2.038
40 C -0.220 3.817 -4.023  C38 1.488, C41 1.660, Br42 2.019
41 C -0.711 5.329 -4.502  C40 1.660, H88 1.177, H89 1.193, H90 1.170
42 Br 0.954 3.473 -2.416  C40 2.019
43 S -2.177 -2.149 -1.853  C18 1.911, C22 1.911
44 H -5.597 4.049 -0.424  C3 1.171
45 H -2.231 4.269 -0.544  C4 1.170
46 H -3.254 3.704 -2.024  C4 1.176
47 H -3.103 2.772 2.037  C6 1.194
48 H -3.401 0.749 4.162  C8 1.170
49 H -2.802 -1.113 3.915  C8 1.170
50 H -1.043 0.722 5.251  C9 1.181
51 H -0.707 1.378 3.486  C9 1.194
52 H 0.285 -0.895 2.711  C10 1.190
53 H -0.426 -1.821 4.192  C10 1.191
54 H 1.303 0.025 5.690  C11 1.187
55 H 1.849 -1.627 4.964  C11 1.194
56 H 2.718 -0.449 2.953  N12 1.054
57 H 3.399 -0.027 4.407  N12 1.062
58 H -1.598 -2.629 2.539  C14 1.177
59 H -1.785 -3.276 0.779  C14 1.187
60 H -4.000 -4.120 1.196  C15 1.190
61 H -4.541 -2.446 2.080  C15 1.184
62 H -2.455 -4.184 3.815  C16 1.173
63 H -3.962 -5.203 3.320  C16 1.194
64 H -5.098 -2.487 4.198  C17 1.177
65 H -4.962 -4.110 5.314  C17 1.171
66 H -3.681 -2.722 5.417  C17 1.190
67 H -2.792 1.884 -3.131  N20 1.043
68 H -0.374 -4.194 -2.810  C24 1.194
69 H 1.685 -4.423 -5.382  C25 1.170
70 H 0.856 -5.788 -4.377  C25 1.194
71 H -0.254 -4.585 -5.378  C25 1.170
72 H 1.526 -4.705 -1.551  C26 1.194
73 H 2.790 -4.146 -2.953  C26 1.170
74 H 2.506 -1.657 -2.120  C27 1.171
75 H 2.617 -2.709 -0.538  C27 1.173
76 H 0.913 -2.084 -1.048  C27 1.192
77 H 2.401 -1.714 -6.470  N29 1.045
78 H 3.311 -1.447 -5.012  N29 1.044
79 H 1.903 1.078 -8.236  C32 1.192
80 H 0.172 1.286 -7.422  C32 1.170
81 H 2.446 3.393 -8.182  C33 1.193
82 H 0.700 3.823 -7.415  C33 1.170
83 H 3.843 5.009 -6.677  C35 1.193
84 H 1.990 5.616 -6.758  C35 1.191
85 H 3.521 5.120 -3.875  C36 1.171
86 H 3.617 6.709 -4.885  C36 1.191
87 H 1.950 6.129 -4.222  C36 1.181
88 H -0.253 6.164 -3.810  C41 1.177
89 H -1.887 5.355 -4.301  C41 1.193
90 H -0.561 5.535 -5.644  C41 1.170
91 C 1.453 4.028 6.333  C92 1.395, C96 1.395, H97 1.087
92 C 2.111 2.801 6.261  C91 1.395, C93 1.395, H98 1.087
93 C 2.423 2.107 7.429  C92 1.395, C94 1.395, H99 1.087
94 C 2.081 2.642 8.671  C93 1.395, C95 1.395, H100 1.086
95 C 1.430 3.874 8.743  C94 1.395, C96 1.395, H101 1.087
96 C 1.115 4.566 7.575  C91 1.395, C95 1.395, H102 1.087
97 H 1.204 4.566 5.422  C91 1.087
98 H 2.381 2.385 5.293  C92 1.087
99 H 2.934 1.149 7.373  C93 1.087
100 H 2.321 2.100 9.581  C94 1.086
101 H 1.168 4.294 9.711  C95 1.087
102 H 0.606 5.525 7.631  C96 1.087
103 C 0.993 -4.787 2.449  C104 1.395, C108 1.395, H109 1.087
104 C 2.260 -4.216 2.564  C103 1.395, C105 1.395, H110 1.087
105 C 3.390 -4.943 2.190  C104 1.395, C106 1.395, H111 1.087
106 C 3.253 -6.244 1.705  C105 1.395, C107 1.395, H112 1.086
107 C 1.986 -6.818 1.598  C106 1.395, C108 1.395, H113 1.087
108 C 0.856 -6.089 1.969  C103 1.395, C107 1.395, H114 1.087
109 H 0.113 -4.217 2.734  C103 1.087
110 H 2.368 -3.203 2.945  C104 1.087
111 H 4.377 -4.497 2.277  C105 1.087
112 H 4.132 -6.810 1.411  C106 1.086
113 H 1.879 -7.834 1.226  C107 1.087
114 H -0.131 -6.536 1.884  C108 1.087

Here are the Löwdin charges for atoms 1 to 99, given in e:
1. H 0.03
2. N 0.02
3. C -0.18
4. C -0.17
5. C -0.08
6. C 0.03
7. C -0.09
8. C -0.15
9. C -0.20
10. C -0.21
11. C -0.29
12. N -0.07
13. C -0.09
14. C -0.19
15. C -0.19
16. C -0.25
17. C -0.15
18. C -0.31
19. C -0.10
20. N 0.01
21. C -0.09
22. C -0.32
23. C -0.06
24. C -0.32
25. C -0.12
26. C -0.20
27. C -0.14
28. C -0.08
29. N 0.01
30. C -0.05
31. O -0.15
32. C -0.14
33. C -0.15
34. O -0.25
35. C -0.25
36. C -0.12
37. C -0.07
38. C -0.58
39. Br 0.63
40. C -0.62
41. C -0.17
42. Br 0.63
43. S 0.80
44. H 0.12
45. H 0.11
46. H 0.10
47. H 0.11
48. H 0.11
49. H 0.08
50. H 0.11
51. H 0.13
52. H 0.12
53. H 0.10
54. H 0.10
55. H 0.10
56. H 0.06
57. H 0.08
58. H 0.06
59. H 0.10
60. H 0.11
61. H 0.11
62. H 0.09
63. H 0.11
64. H 0.07
65. H 0.07
66. H 0.07
67. H 0.09
68. H 0.12
69. H 0.07
70. H 0.09
71. H 0.08
72. H 0.11
73. H 0.11
74. H 0.08
75. H 0.06
76. H 0.08
77. H 0.08
78. H 0.08
79. H 0.14
80. H 0.11
81. H 0.14
82. H 0.09
83. H 0.13
84. H 0.13
85. H 0.08
86. H 0.09
87. H 0.05
88. H 0.08
89. H 0.08
90. H 0.07
91. C -0.09
92. C -0.10
93. C -0.11
94. C -0.10
95. C -0.10
96. C -0.10
97. H 0.10
98. H 0.08
99. H 0.10